Record 1
Entry from the OMol25 dataset: a molecular structure, C40H120AgN22O19 at a distorted geometry (ωB97M-V/def2-TZVPD).

As for the highest occupied orbital energy: -6.01 eV.

```
! wB97M-V def2-TZVPD RIJCOSX def2/J DEFGRID3
* xyz -1 1
Ag 17.36 -25.70 -27.38
O 15.66 -27.14 -26.36
C 14.72 -26.15 -26.01
C 14.51 -24.69 -26.58
O 15.58 -23.85 -26.94
H 14.73 -26.08 -24.92
H 13.84 -26.78 -26.11
H 13.82 -24.15 -25.92
H 13.71 -24.76 -27.32
C 21.54 -25.02 -28.84
C 20.76 -26.31 -29.05
C 21.23 -27.58 -28.20
O 22.64 -27.72 -28.14
C 22.99 -29.06 -27.85
N 19.36 -25.97 -28.77
H 21.40 -24.69 -27.81
H 21.51 -24.20 -29.55
H 22.62 -25.20 -28.86
H 20.78 -26.61 -30.09
H 20.74 -28.50 -28.51
H 20.91 -27.48 -27.16
H 24.06 -29.20 -27.71
H 22.62 -29.71 -28.64
H 22.52 -29.39 -26.93
H 19.12 -25.08 -29.19
H 18.64 -26.58 -29.11
C 16.10 -22.12 -21.73
C 15.45 -21.41 -22.96
C 14.09 -20.63 -22.73
O 13.02 -21.49 -22.31
C 12.48 -22.51 -23.15
N 16.44 -20.42 -23.39
H 16.13 -21.38 -20.93
H 17.06 -22.60 -21.91
H 15.34 -22.82 -21.39
H 15.29 -22.12 -23.78
H 13.80 -19.98 -23.55
H 14.17 -19.94 -21.89
H 12.03 -23.36 -22.61
H 13.26 -23.03 -23.69
H 11.81 -22.09 -23.90
H 16.01 -20.08 -24.24
H 16.41 -19.62 -22.77
C 11.05 -22.25 -28.00
C 10.60 -20.95 -27.35
C 9.13 -20.54 -27.68
O 8.22 -21.69 -27.59
C 6.86 -21.32 -27.72
N 10.72 -20.99 -25.94
H 10.41 -23.11 -27.81
H 12.07 -22.50 -27.71
H 11.15 -22.15 -29.08
H 11.25 -20.21 -27.82
H 9.05 -20.20 -28.71
H 8.72 -19.70 -27.11
H 6.74 -20.38 -27.19
H 6.14 -22.02 -27.30
H 6.70 -21.22 -28.79
H 10.34 -20.18 -25.47
H 10.23 -21.80 -25.60
C 10.81 -25.40 -29.15
C 11.13 -26.63 -30.02
C 9.82 -27.08 -30.68
O 10.01 -27.94 -31.80
C 8.85 -28.74 -32.13
N 12.14 -26.20 -30.96
H 11.68 -24.92 -28.70
H 10.10 -25.69 -28.37
H 10.37 -24.59 -29.72
H 11.65 -27.36 -29.40
H 9.22 -26.21 -30.98
H 9.22 -27.63 -29.96
H 8.49 -29.33 -31.29
H 9.04 -29.45 -32.93
H 8.07 -28.01 -32.34
H 12.10 -26.94 -31.65
H 11.75 -25.42 -31.48
C 16.04 -25.92 -22.29
C 14.95 -26.83 -21.69
C 13.80 -25.95 -21.11
O 14.21 -25.23 -19.93
C 13.25 -24.32 -19.45
N 14.57 -27.78 -22.64
H 16.53 -25.33 -21.51
H 15.69 -25.28 -23.11
H 16.79 -26.54 -22.78
H 15.28 -27.42 -20.84
H 12.94 -26.54 -20.80
H 13.35 -25.17 -21.73
H 13.41 -23.38 -19.98
H 13.50 -24.00 -18.44
H 12.23 -24.69 -19.47
H 14.79 -27.36 -23.53
H 15.33 -28.45 -22.57
C 9.05 -28.92 -26.50
C 10.51 -29.49 -26.28
C 11.42 -29.14 -27.43
O 12.30 -30.24 -27.50
C 13.24 -30.16 -28.54
N 11.09 -29.01 -25.01
H 9.14 -27.86 -26.73
H 8.47 -29.07 -25.59
H 8.54 -29.27 -27.40
H 10.43 -30.57 -26.16
H 11.91 -28.20 -27.19
H 10.85 -29.05 -28.35
H 13.99 -29.39 -28.34
H 12.82 -30.14 -29.55
H 13.79 -31.10 -28.49
H 11.55 -28.12 -25.14
H 11.85 -29.63 -24.80
C 19.73 -21.39 -30.03
C 18.40 -21.93 -29.66
O 18.48 -23.34 -29.79
H 20.51 -21.98 -29.54
H 19.89 -20.34 -29.79
H 19.84 -21.58 -31.10
H 17.58 -21.57 -30.28
H 17.98 -21.75 -28.67
H 17.59 -23.64 -29.95
C 10.28 -24.79 -25.22
C 8.89 -24.23 -25.08
O 8.96 -22.87 -24.68
H 10.73 -24.74 -24.23
H 10.87 -24.29 -25.99
H 10.25 -25.84 -25.52
H 8.38 -24.78 -24.28
H 8.28 -24.34 -25.98
H 8.18 -22.41 -25.03
C 14.07 -21.83 -30.13
C 14.52 -23.29 -30.46
O 15.75 -23.55 -29.80
H 13.17 -21.55 -30.69
H 14.82 -21.08 -30.37
H 13.90 -21.65 -29.07
H 14.60 -23.46 -31.54
H 13.86 -24.07 -30.09
H 15.62 -23.67 -28.86
C 15.19 -30.73 -24.85
O 14.74 -31.80 -24.71
N 16.13 -30.16 -24.16
N 14.60 -29.91 -25.71
H 16.44 -30.50 -23.26
H 16.48 -29.25 -24.42
H 15.03 -29.03 -25.94
H 13.89 -30.29 -26.32
C 20.46 -26.62 -22.39
O 19.76 -25.95 -21.68
N 21.36 -27.44 -22.02
N 20.49 -26.50 -23.65
H 21.89 -27.86 -22.77
H 21.42 -27.63 -21.03
H 19.82 -25.88 -24.08
H 21.01 -27.19 -24.17
C 18.62 -28.95 -25.91
O 19.76 -29.35 -25.80
N 18.07 -27.99 -25.20
N 17.72 -29.38 -26.68
H 18.59 -27.60 -24.43
H 17.11 -27.72 -25.34
H 16.84 -28.90 -26.56
H 17.86 -30.11 -27.36
C 15.82 -26.84 -30.23
O 16.89 -26.88 -29.67
N 14.79 -27.06 -29.53
N 15.60 -26.76 -31.44
H 13.87 -26.88 -29.89
H 15.00 -27.08 -28.54
H 14.62 -26.87 -31.66
H 16.38 -26.60 -32.07
C 12.52 -30.04 -21.15
O 11.79 -30.92 -20.72
N 12.31 -29.40 -22.28
N 13.63 -29.69 -20.59
H 11.51 -29.61 -22.85
H 12.98 -28.74 -22.65
H 14.16 -28.96 -21.04
H 13.90 -30.20 -19.76
C 14.56 -20.44 -26.40
O 14.32 -19.26 -26.36
N 13.70 -21.32 -26.10
N 15.77 -20.92 -26.64
H 13.93 -22.30 -26.08
H 12.74 -21.02 -25.98
H 15.88 -21.93 -26.67
H 16.47 -20.27 -26.98
C 20.22 -19.65 -26.26
O 20.80 -18.66 -26.69
N 20.88 -20.58 -25.63
N 18.96 -19.88 -26.23
H 20.32 -21.37 -25.34
H 21.87 -20.49 -25.43
H 18.56 -20.75 -25.91
H 18.40 -19.12 -26.61
C 18.50 -23.74 -24.66
O 18.80 -24.79 -25.21
N 17.46 -23.00 -24.92
N 19.13 -23.24 -23.64
H 16.77 -23.40 -25.54
H 17.21 -22.34 -24.19
H 19.91 -23.84 -23.40
H 18.98 -22.25 -23.47
*
```

Results of the Mulliken charge analysis, in e, for atoms 1 through 4: 1.01 1.75 0.46 0.99

---

Record 2
Entry from the OMol25 dataset: 8 unconnected molecules or ions with the total composition C40H120N18O8P6S2 at a distorted geometry (ωB97M-V/def2-TZVPD).

As for the highest occupied orbital energy: -7.90 eV. As for the energy above the lowest of the compared OMol25 structures with the same formula, charge and spin: 0.00 kcal/mol.

```
! wB97M-V def2-TZVPD RIJCOSX def2/J DEFGRID3
* xyz 0 1
O 28.55 -2.32 7.99
P 28.03 -2.46 9.35
N 26.73 -1.50 9.69
C 26.51 -0.31 8.89
C 25.68 -1.94 10.62
N 29.10 -2.07 10.58
C 29.29 -0.67 10.92
C 30.36 -2.79 10.52
N 27.49 -3.96 9.77
C 26.67 -4.64 8.78
C 27.77 -4.74 10.97
H 25.51 0.11 8.98
H 26.74 -0.50 7.84
H 27.17 0.50 9.21
H 24.84 -1.26 10.50
H 26.03 -1.92 11.65
H 25.34 -2.94 10.32
H 28.34 -0.19 11.14
H 29.92 -0.60 11.80
H 29.78 -0.11 10.11
H 30.98 -2.56 11.40
H 30.26 -3.87 10.52
H 31.00 -2.43 9.70
H 27.24 -5.11 7.98
H 26.05 -5.39 9.27
H 25.94 -3.95 8.35
H 27.00 -4.49 11.72
H 28.67 -4.42 11.47
H 27.75 -5.80 10.74
O 24.45 -0.24 12.94
P 24.67 -0.60 14.34
N 25.20 0.70 15.25
C 24.44 1.92 15.10
C 25.91 0.57 16.51
N 25.82 -1.78 14.54
C 27.16 -1.40 14.13
C 25.72 -2.95 15.37
N 23.30 -1.16 15.11
C 22.06 -1.29 14.36
C 23.24 -1.51 16.52
H 24.47 2.29 14.07
H 24.81 2.71 15.76
H 23.38 1.82 15.37
H 26.50 -0.34 16.54
H 25.23 0.66 17.36
H 26.66 1.36 16.53
H 27.67 -2.22 13.63
H 27.16 -0.52 13.48
H 27.79 -1.04 14.96
H 25.78 -2.71 16.43
H 24.79 -3.50 15.17
H 26.52 -3.65 15.11
H 21.32 -1.78 15.00
H 21.67 -0.32 14.05
H 22.17 -1.98 13.52
H 23.05 -2.58 16.68
H 22.43 -0.95 16.99
H 24.19 -1.35 17.02
O 16.96 -4.65 12.44
P 17.49 -4.25 11.12
N 19.11 -4.58 11.02
C 19.87 -4.48 12.26
C 19.91 -4.53 9.81
N 17.14 -2.67 10.81
C 17.46 -1.96 9.58
C 16.77 -1.81 11.94
N 16.82 -5.10 9.86
C 17.14 -6.54 9.88
C 15.41 -4.84 9.57
H 20.17 -3.45 12.47
H 20.75 -5.12 12.20
H 19.23 -4.79 13.09
H 19.87 -5.52 9.31
H 20.98 -4.51 10.05
H 19.67 -3.76 9.09
H 16.57 -1.69 9.00
H 18.11 -1.09 9.76
H 18.07 -2.60 8.94
H 16.36 -0.88 11.56
H 16.09 -2.34 12.61
H 17.66 -1.66 12.58
H 16.27 -7.16 9.68
H 17.85 -6.73 9.07
H 17.69 -6.82 10.78
H 15.23 -3.77 9.53
H 14.74 -5.31 10.30
H 15.17 -5.29 8.60
O 16.01 5.02 11.64
P 15.11 4.22 10.79
N 14.10 3.14 11.62
C 14.78 1.92 12.03
C 13.47 3.81 12.77
N 15.90 3.27 9.68
C 15.24 2.80 8.49
C 17.19 2.68 10.00
N 14.00 5.13 9.99
C 12.70 4.69 9.49
C 14.45 6.49 9.66
H 15.78 2.14 12.45
H 15.01 1.27 11.18
H 14.19 1.37 12.76
H 12.76 4.59 12.50
H 14.24 4.30 13.39
H 13.02 3.06 13.41
H 14.89 3.62 7.85
H 15.89 2.10 7.97
H 14.32 2.22 8.68
H 17.13 1.66 10.42
H 17.89 2.70 9.16
H 17.65 3.23 10.82
H 12.09 4.32 10.31
H 12.22 5.54 9.02
H 12.79 3.90 8.73
H 14.57 7.09 10.56
H 13.76 6.92 8.93
H 15.43 6.48 9.17
O 18.41 1.87 17.35
P 18.62 2.65 16.12
N 17.28 3.44 15.55
C 16.01 2.77 15.70
C 17.30 4.56 14.60
N 19.08 1.69 14.82
C 19.60 2.29 13.61
C 18.72 0.30 14.79
N 19.88 3.75 16.22
C 21.06 3.17 16.83
C 19.54 5.05 16.82
H 15.98 2.26 16.66
H 15.84 2.00 14.93
H 15.16 3.45 15.59
H 18.19 5.17 14.70
H 16.37 5.11 14.74
H 17.33 4.14 13.59
H 19.60 3.38 13.65
H 20.62 1.91 13.49
H 19.00 2.12 12.71
H 18.86 -0.19 15.75
H 17.69 0.15 14.44
H 19.33 -0.17 14.01
H 21.10 3.33 17.91
H 21.09 2.08 16.69
H 21.98 3.47 16.32
H 18.49 5.30 16.68
H 20.15 5.84 16.36
H 19.72 5.03 17.89
O 23.28 5.15 8.82
P 21.91 5.68 8.88
N 20.89 5.13 7.69
C 20.63 3.70 7.57
C 20.52 5.98 6.56
N 21.93 7.32 8.70
C 20.93 8.26 9.16
C 23.06 7.85 7.92
N 21.14 5.29 10.30
C 19.73 5.61 10.59
C 21.54 4.03 10.91
H 20.53 3.29 8.58
H 21.47 3.16 7.10
H 19.68 3.52 7.07
H 19.92 6.80 6.94
H 19.97 5.39 5.84
H 21.41 6.38 6.06
H 21.35 9.27 9.13
H 20.05 8.31 8.51
H 20.69 8.09 10.21
H 24.02 7.50 8.28
H 22.99 7.53 6.87
H 22.96 8.93 7.92
H 19.10 5.25 9.76
H 19.43 5.11 11.50
H 19.58 6.68 10.60
H 20.81 3.23 10.73
H 21.79 4.06 11.98
H 22.47 3.67 10.45
C 22.53 0.55 9.36
S 21.29 0.39 10.67
O 20.00 1.01 10.26
C 20.98 -1.37 10.68
H 22.42 1.53 8.92
H 22.38 -0.26 8.65
H 23.46 0.37 9.89
H 21.90 -1.94 10.57
H 20.36 -1.59 9.80
H 20.41 -1.59 11.57
C 24.70 -1.28 5.64
S 24.97 -0.60 3.98
O 26.22 0.19 4.07
C 25.36 -2.17 3.19
H 24.36 -2.32 5.55
H 23.92 -0.71 6.13
H 25.67 -1.27 6.13
H 25.67 -1.96 2.17
H 24.50 -2.83 3.18
H 26.26 -2.57 3.66
*
```

Results of the Mulliken charge analysis, in e, for atoms 1 through 4: -0.96 0.22 0.61 -0.85

---

no.,energy (Ha),HOMO-LUMO gap (eV),E_LUMO (hartree)
1,-4377.25872,7.54,0.056
2,-6028.27796,8.02,0.004